[1]
Molecular formula: C3H16NO4
Method: DFT, ωB97M-V/def2-TZVPD

Results
- LUMO energy (eV) = -3.11
- HOMO level (eV) = -13.41
- relative energy (zero: lowest compared OMol25 entry of this formula, charge and spin) (kcal per mole) = 52.31

```
! wB97M-V def2-TZVPD RIJCOSX def2/J DEFGRID3
* xyz 1 1
C 0.97721 0.24322 0.13902
C 0.15114 1.18444 -0.75519
C 0.84292 2.60233 -0.91704
O 2.18206 2.39717 -1.30332
N 0.21873 -1.03234 0.38747
H 1.66156 0.59717 0.96344
H 1.93384 -0.08465 -0.40139
H -0.20540 0.56391 -1.69248
H -0.86582 1.34209 -0.43995
H 0.15234 3.03449 -1.79718
H 0.75548 3.29317 -0.07104
H 2.56498 3.17317 -1.74449
H -0.75187 -0.68777 0.75228
H 0.70403 -1.77453 0.92892
H 0.01368 -1.47909 -0.64345
H -2.83539 -3.85154 -0.09287
H -3.97473 -2.90686 -0.44516
O -3.00563 -2.95374 -0.46212
H 0.76276 -4.15236 1.76639
H 0.70024 -4.44265 0.27700
O 0.72915 -3.68839 0.94405
H -1.49691 3.00397 2.25059
H -1.98712 2.06937 1.13554
O -1.21689 2.41353 1.53898
*
```

natural (NBO) charges, unit e, in atom order:
1. C -0.271
2. C -0.436
3. C -0.051
4. O -0.740
5. N -0.712
6. H 0.266
7. H 0.235
8. H 0.209
9. H 0.216
10. H 0.172
11. H 0.203
12. H 0.495
13. H 0.453
14. H 0.483
15. H 0.454
16. H 0.476
17. H 0.483
18. O -0.958
19. H 0.494
20. H 0.504
21. O -0.980
22. H 0.492
23. H 0.467
24. O -0.956

[2]
Molecular formula: C3H16NO4
Method: DFT, ωB97M-V/def2-TZVPD

Results
- LUMO energy (spin up / spin down) (eV) = -7.20 / -13.95
- HOMO level (spin up / spin down) (eV) = -18.69 / -18.67
- relative energy (zero: lowest compared OMol25 entry of this formula, charge and spin) (kcal per mole) = 34.81
- expectation value of S² = 0.75

```
! wB97M-V def2-TZVPD RIJCOSX def2/J DEFGRID3
* xyz 2 2
C 0.51196 -0.17889 2.18430
C -0.89865 0.12128 1.54099
C -1.09061 1.62953 1.25407
O -0.94218 -0.54629 0.32479
N 1.48125 -0.61034 1.17499
H 0.74194 0.70599 2.77610
H 0.29603 -1.01351 2.87257
H -1.82587 -0.20879 2.06053
H -0.62582 2.31567 1.98276
H -2.08636 2.08600 1.27419
H -0.54285 1.81985 0.32674
H -1.77072 -0.34961 -0.20882
H 2.47386 -0.44876 1.40250
H 1.48479 -0.21837 0.19255
H 1.46539 -1.62644 1.03089
H 3.47619 -0.36713 -1.42490
H 1.97980 -0.70923 -1.59477
O 2.77358 -0.90510 -1.02493
H 0.00928 -0.66244 -2.44132
H 0.34120 0.81801 -2.67096
O 0.75109 -0.05137 -2.56976
H -3.47363 0.11974 -1.21255
H -2.64731 1.37475 -1.69030
O -2.75510 0.41423 -1.76698
*
```

natural (NBO) charges, unit e, in atom order:
1. C -0.264
2. C 0.058
3. C -0.635
4. O -0.287
5. N -0.716
6. H 0.276
7. H 0.276
8. H 0.350
9. H 0.301
10. H 0.290
11. H 0.246
12. H 0.547
13. H 0.488
14. H 0.486
15. H 0.469
16. H 0.512
17. H 0.497
18. O -1.002
19. H 0.489
20. H 0.500
21. O -0.940
22. H 0.494
23. H 0.502
24. O -0.938

[3]
Molecular formula: C3H16O4S
Method: DFT, ωB97M-V/def2-TZVPD

Results
- LUMO energy (eV) = 0.46
- HOMO level (eV) = -9.05
- relative energy (zero: lowest compared OMol25 entry of this formula, charge and spin) (kcal per mole) = 53.28

```
! wB97M-V def2-TZVPD RIJCOSX def2/J DEFGRID3
* xyz 0 1
C -0.41030 -0.49376 0.65277
C -0.48630 0.20521 -0.68807
C -1.18013 1.61658 -0.50765
S -1.87826 2.27198 -2.00874
H 0.51811 -1.15841 0.78310
H -0.34844 0.25916 1.50665
H -1.20042 -1.06796 1.22940
H -1.03904 -0.36951 -1.48870
H 0.48127 0.33928 -1.13028
H -1.84909 1.51087 0.35189
H -0.39446 2.34809 -0.15021
H -2.82521 1.12273 -2.09616
O 3.03424 1.09927 -2.01973
H 2.20258 1.71676 -1.79874
H 2.68229 0.72991 -2.84915
O 1.75392 -1.33082 -1.86954
H 1.97519 -2.28642 -1.84162
H 1.83706 -1.11673 -0.94006
O -4.67527 -1.54720 4.51525
H -4.64640 -1.37977 5.46502
H -4.33482 -0.66460 4.20423
O 3.29560 -0.79571 0.35631
H 3.31603 0.16478 0.04631
H 4.17183 -1.17373 0.27772
*
```

natural (NBO) charges, unit e, in atom order:
1. C -0.654
2. C -0.419
3. C -0.546
4. S -0.027
5. H 0.221
6. H 0.202
7. H 0.231
8. H 0.215
9. H 0.212
10. H 0.209
11. H 0.214
12. H 0.135
13. O -0.948
14. H 0.464
15. H 0.489
16. O -0.963
17. H 0.467
18. H 0.488
19. O -0.927
20. H 0.464
21. H 0.464
22. O -0.977
23. H 0.503
24. H 0.483

[4]
Molecular formula: C3H16O5
Method: DFT, ωB97M-V/def2-TZVPD

Results
- LUMO energy (eV) = 0.43
- HOMO level (eV) = -10.02
- relative energy (zero: lowest compared OMol25 entry of this formula, charge and spin) (kcal per mole) = 69.15

```
! wB97M-V def2-TZVPD RIJCOSX def2/J DEFGRID3
* xyz 0 1
C 0.79829 0.59043 -2.25341
C 0.06895 0.82450 -1.23655
C -1.06819 1.79666 -1.32905
H 1.70231 0.05629 -2.15603
H 0.93923 1.04155 -3.24343
H 0.22822 0.64510 -0.22142
H -1.12695 2.21042 -2.32233
H -2.05879 1.33235 -1.02628
H -1.00643 2.50171 -0.42523
O 2.58777 -0.58121 1.04696
H 2.47527 -0.41824 0.04779
H 2.18018 0.27251 1.45172
O -2.55182 -0.02681 1.14729
H -2.69222 -0.91646 0.83069
H -3.34043 0.37398 0.85123
O 0.57644 -2.87051 -0.76917
H 0.37664 -2.62507 -1.58573
H 1.47009 -3.17593 -0.58832
O 1.31174 1.91875 1.68900
H 1.31642 1.60720 2.49660
H 0.39588 2.13672 1.48090
O -1.02891 -2.23492 2.36351
H -1.07139 -1.55575 1.73505
H -0.48229 -2.90325 2.01620
*
```

natural (NBO) charges, unit e, in atom order:
1. C -0.426
2. C -0.166
3. C -0.638
4. H 0.177
5. H 0.206
6. H 0.208
7. H 0.215
8. H 0.216
9. H 0.198
10. O -0.969
11. H 0.466
12. H 0.484
13. O -0.938
14. H 0.472
15. H 0.469
16. O -0.957
17. H 0.469
18. H 0.488
19. O -0.921
20. H 0.462
21. H 0.481
22. O -0.939
23. H 0.467
24. H 0.473

[5]
Molecular formula: C3H17B2ClCoCrN3O10
Method: DFT, ωB97M-V/def2-TZVPD

Results
- LUMO energy (spin up / spin down) (eV) = -6.39 / -6.30
- HOMO level (spin up / spin down) (eV) = -11.47 / -12.68
- expectation value of S² = 15.77

```
! wB97M-V def2-TZVPD RIJCOSX def2/J DEFGRID3
* xyz 1 8
Cr 0.33693 2.10639 -1.50440
Co 3.04685 -1.53396 0.30405
Cl 0.72300 0.04202 0.69991
O -0.61027 -0.27834 1.03826
O 0.72058 0.99947 -0.35592
O 1.42770 0.62221 1.81856
O 1.33892 -1.20612 0.34132
B 2.93503 -1.48418 -1.48397
H 2.49450 -0.73588 -0.84348
H 3.30246 -2.28219 -0.85756
H 2.12071 -1.78812 -2.12332
H 3.69305 -1.02994 -2.10309
B 3.97177 0.06020 0.45421
H 4.34455 -0.77295 -0.12123
H 4.80904 0.46704 0.99983
H 3.55074 0.73932 -0.27090
H 3.16123 -0.22837 1.10537
C -0.91204 -2.08945 -1.40800
N -1.56187 -2.75247 -0.25324
O -0.84563 -3.39984 0.59166
O -2.79953 -2.62248 -0.06065
H -1.39344 -1.11226 -1.44603
H -1.10763 -2.71984 -2.27545
H 0.12872 -1.83176 -1.21178
C -3.25410 0.11208 0.58346
N -3.10614 0.81975 -0.72267
O -2.00051 0.97242 -1.25039
O -4.14721 1.28386 -1.22643
H -3.48638 0.88863 1.31221
H -2.29770 -0.29118 0.91628
H -3.98220 -0.69756 0.53373
C -1.48030 2.71711 1.88008
N -1.47946 2.92776 0.42450
O -2.24817 3.76403 -0.01687
O -0.78785 2.22587 -0.20947
H -0.71001 3.34057 2.33399
H -1.45759 1.66786 2.17442
H -2.43775 3.10033 2.23302
*
```

natural (NBO) charges, unit e, in atom order:
1. Cr 1.531
2. Co 1.089
3. Cl 2.628
4. O -0.807
5. O -0.876
6. O -0.729
7. O -0.789
8. B -0.590
9. H 0.035
10. H -0.047
11. H -0.005
12. H 0.025
13. B -0.679
14. H 0.054
15. H 0.052
16. H -0.014
17. H -0.032
18. C -0.502
19. N 0.497
20. O -0.357
21. O -0.389
22. H 0.219
23. H 0.262
24. H 0.252
25. C -0.513
26. N 0.523
27. O -0.490
28. O -0.293
29. H 0.223
30. H 0.264
31. H 0.293
32. C -0.516
33. N 0.570
34. O -0.255
35. O -0.442
36. H 0.277
37. H 0.268
38. H 0.263

[6]
Molecular formula: C3H17CdO7
Method: DFT, ωB97M-V/def2-TZVPD

Results
- LUMO energy (eV) = 2.45
- HOMO level (eV) = -3.18
- relative energy (zero: lowest compared OMol25 entry of this formula, charge and spin) (kcal per mole) = 33.45

```
! wB97M-V def2-TZVPD RIJCOSX def2/J DEFGRID3
* xyz -1 1
Cd 0.51844 0.14175 -0.12126
C -1.50684 2.11839 -2.03557
O -1.09401 1.30683 -0.86518
H -1.76924 3.07984 -1.59415
H -0.73690 2.32873 -2.77790
H -2.40301 1.72977 -2.51925
C -0.12037 -3.18351 -0.23772
O -0.31103 -1.83061 -0.65669
H 0.86173 -3.36646 0.19829
H -0.73041 -3.52340 0.59920
H -0.34297 -3.85184 -1.06952
C 0.04005 0.64877 3.12922
O -0.49684 0.29079 1.83443
H 0.91118 0.03691 3.36344
H 0.31965 1.69653 3.23931
H -0.77437 0.41507 3.81494
O 2.12081 -0.66582 0.95760
H 2.54335 -0.17653 1.66349
H 1.80728 -1.46776 1.37573
O -2.76770 -0.92190 0.13965
H -3.43317 -1.33768 -0.40854
H -1.95138 -1.36095 -0.09927
O 1.40652 0.17280 -2.10475
H 0.87999 -0.24444 -2.78659
H 1.48615 1.08399 -2.38692
O 1.79742 1.90637 -0.20589
H 2.03398 2.44436 -0.96143
H 1.71168 2.52989 0.51529
*
```

natural (NBO) charges, unit e, in atom order:
1. Cd 1.742
2. C -0.251
3. O -1.033
4. H 0.136
5. H 0.085
6. H 0.137
7. C -0.230
8. O -1.050
9. H 0.101
10. H 0.131
11. H 0.131
12. C -0.246
13. O -1.012
14. H 0.084
15. H 0.104
16. H 0.149
17. O -0.966
18. H 0.485
19. H 0.505
20. O -0.954
21. H 0.425
22. H 0.502
23. O -0.953
24. H 0.503
25. H 0.467
26. O -0.960
27. H 0.473
28. H 0.496

[7]
Molecular formula: C3H18O6
Method: DFT, ωB97M-V/def2-TZVPD

Results
- LUMO energy (spin up / spin down) (eV) = -2.97 / -10.11
- HOMO level (spin up / spin down) (eV) = -13.60 / -12.45
- relative energy (zero: lowest compared OMol25 entry of this formula, charge and spin) (kcal per mole) = 10.73
- expectation value of S² = 0.76

```
! wB97M-V def2-TZVPD RIJCOSX def2/J DEFGRID3
* xyz 1 2
O -0.13731 -3.38873 -0.56394
H -0.22222 -3.61149 0.36310
H 0.29667 -4.14738 -0.95427
O 3.59852 -0.20590 -0.31219
H 4.01655 -0.17523 -1.17273
H 2.69696 -0.47205 -0.49269
O -0.60832 -0.25937 -3.08817
H -1.37795 -0.82157 -3.17665
H -0.75363 0.44718 -3.71738
O 2.18735 -0.62675 -3.98051
H 1.35033 -0.42582 -3.56188
H 2.27494 0.03138 -4.67002
O 1.18407 -0.90786 -0.92052
H 0.61651 -1.63517 -0.66531
H 0.70125 -0.45870 -1.61433
C -0.98689 1.23831 1.07854
C -1.76288 1.11473 2.44230
C -0.95689 1.35766 3.63601
O -2.89664 1.94848 2.36844
H -1.67962 0.92379 0.29797
H -0.08372 0.62951 1.12022
H -0.65730 2.25783 0.87840
H -2.10586 0.08027 2.42261
H -0.14397 0.63935 3.74222
H -1.44154 1.25901 4.60734
H -0.55844 2.36584 3.52236
H -2.54997 2.84269 2.41111
*
```

natural (NBO) charges, unit e, in atom order:
1. O -0.958
2. H 0.480
3. H 0.495
4. O -0.847
5. H 0.474
6. H 0.489
7. O -0.972
8. H 0.498
9. H 0.491
10. O -0.940
11. H 0.467
12. H 0.467
13. O -0.965
14. H 0.506
15. H 0.495
16. C -0.554
17. C 0.089
18. C -0.653
19. O -0.313
20. H 0.247
21. H 0.285
22. H 0.231
23. H 0.231
24. H 0.267
25. H 0.269
26. H 0.224
27. H 0.496

[8]
Molecular formula: C3H20N2O8
Method: DFT, ωB97M-V/def2-TZVPD

Results
- LUMO energy (spin up / spin down) (eV) = -3.76 / -9.16
- HOMO level (spin up / spin down) (eV) = -13.80 / -13.79
- relative energy (zero: lowest compared OMol25 entry of this formula, charge and spin) (kcal per mole) = 42.48
- expectation value of S² = 0.76

```
! wB97M-V def2-TZVPD RIJCOSX def2/J DEFGRID3
* xyz 1 2
N -0.15410 -2.05488 0.44097
C -1.20353 -1.35943 -0.24838
C -0.97542 0.13669 0.03906
O -1.47045 0.34292 1.34170
C -1.27080 -1.64864 -1.79300
N -0.13780 -1.47735 -2.44900
O -2.33876 -2.00680 -2.26546
H 0.10919 -1.59159 1.30546
H -0.46113 -3.01057 0.58667
H -2.18896 -1.60594 0.17464
H -1.39676 0.84539 -0.67673
H 0.11964 0.20397 0.13125
H -1.75801 1.26275 1.47313
H -0.14555 -1.60169 -3.45229
H 0.65535 -1.21904 -1.86938
H -1.56459 3.39475 0.09265
H -0.92547 2.01133 -0.23208
O -1.55651 2.46708 0.34491
H 1.75819 -2.10016 -0.03848
H 2.78994 -2.86298 -0.95779
O 2.38782 -2.00272 -0.77152
H 2.92488 -0.32603 -0.79268
H 2.87871 0.95696 0.13609
O 2.76015 0.61421 -0.75488
H 1.96774 3.38778 1.92782
H 0.88308 2.25978 1.95611
O 1.62450 2.64435 2.42615
H 0.78209 1.11137 -1.50686
H 1.25143 2.35266 -0.70682
O 0.59428 2.03462 -1.33692
H -0.30316 0.38942 2.77937
H -0.79028 0.87843 4.09861
O 0.03476 0.61419 3.66702
*
```

natural (NBO) charges, unit e, in atom order:
1. N -0.800
2. C -0.102
3. C -0.097
4. O -0.740
5. C 0.636
6. N -0.720
7. O -0.154
8. H 0.425
9. H 0.403
10. H 0.257
11. H 0.224
12. H 0.189
13. H 0.542
14. H 0.452
15. H 0.458
16. H 0.508
17. H 0.488
18. O -0.994
19. H 0.499
20. H 0.506
21. O -0.990
22. H 0.504
23. H 0.486
24. O -0.998
25. H 0.468
26. H 0.460
27. O -0.926
28. H 0.479
29. H 0.492
30. O -0.941
31. H 0.457
32. H 0.470
33. O -0.939

[9]
Molecular formula: C3H21N2O7
Method: DFT, ωB97M-V/def2-TZVPD

Results
- LUMO energy (eV) = 3.24
- HOMO level (eV) = -5.23
- relative energy (zero: lowest compared OMol25 entry of this formula, charge and spin) (kcal per mole) = 40.95

```
! wB97M-V def2-TZVPD RIJCOSX def2/J DEFGRID3
* xyz -1 1
C -1.65618 -0.86503 -1.27284
N -2.47719 -0.08226 -0.32712
C -1.56009 0.87235 0.39157
O -0.91796 0.15903 1.36360
C -1.18887 -2.22103 -0.81215
N 0.15059 -2.58773 -1.58079
H -2.06091 -0.99319 -2.24670
H -0.61352 -0.29979 -1.30082
H -3.14326 -0.49325 0.42268
H -0.91608 1.35854 -0.33243
H -2.16094 1.54173 0.90496
H -1.04882 -2.18220 0.37763
H -1.72600 -3.11651 -1.09550
H 0.07568 -2.46705 -2.61861
H 0.96074 -2.10482 -1.17028
H -1.67765 -1.06812 2.34169
H -1.51735 -0.39501 3.52711
O -1.82368 -1.29160 3.21279
H 3.21817 -0.57576 1.76967
H 3.73169 0.80728 2.11933
O 4.05332 -0.02746 1.72266
H 0.33489 0.35631 1.39566
H 1.47339 1.43727 2.20933
O 1.48466 0.85083 1.49961
H 3.53761 1.19327 -1.17831
H 3.88067 1.39626 0.14416
O 4.07062 1.82897 -0.72361
H 1.44970 0.11120 -0.20848
H 1.86481 1.51239 -0.98031
O 1.77732 0.62060 -1.02968
H -2.90785 2.15478 -2.89618
H -2.13119 1.95031 -1.52339
O -2.53633 2.61972 -2.10527
*
```

natural (NBO) charges, unit e, in atom order:
1. C -0.267
2. N -0.705
3. C 0.100
4. O -0.906
5. C -0.236
6. N -0.891
7. H 0.172
8. H 0.221
9. H 0.378
10. H 0.137
11. H 0.141
12. H 0.221
13. H 0.183
14. H 0.354
15. H 0.363
16. H 0.485
17. H 0.463
18. O -0.972
19. H 0.497
20. H 0.473
21. O -0.967
22. H 0.506
23. H 0.448
24. O -1.174
25. H 0.475
26. H 0.485
27. O -0.982
28. H 0.526
29. H 0.482
30. O -1.001
31. H 0.465
32. H 0.488
33. O -0.962